Here is a 2-piece molecular cluster, C16H30FO5PSi overall at a distorted geometry from OMol25. Energies are from ωB97M-V/def2-TZVPD.

```
54
Properties=species:S:1:pos:R:3:forces:R:3:lowdin_charge:R:1
P -7.343 -1.418 1.276 -0.42 1.56 1.03 0.339
Si 2.775 0.511 1.326 0.11 0.33 -0.11 0.615
F -9.431 -0.543 0.216 0.04 -0.06 0.02 -0.057
O -7.459 -0.109 1.899 -0.16 0.49 0.10 -0.220
O -7.497 -2.587 2.314 0.16 -0.51 -0.27 -0.065
O -8.564 -1.653 0.173 0.43 -0.48 -0.30 -0.112
O -6.000 -1.673 0.540 -0.26 -0.88 -0.85 -0.154
O 7.403 -2.410 -3.469 -0.02 -0.06 -0.20 -0.061
C -0.424 1.930 -0.347 0.29 -0.62 -1.14 -0.197
C 5.005 -2.499 -0.399 -1.10 -0.93 0.12 -0.090
C 3.979 -1.814 0.209 -0.18 -0.07 -0.04 -0.100
C -5.731 -0.713 -0.533 -0.12 0.76 0.12 -0.179
C -4.680 0.294 -0.071 0.61 -0.40 -0.49 -0.165
C -3.554 0.516 -1.102 -0.17 0.19 0.37 -0.210
C 6.386 -0.545 -0.313 0.39 1.01 0.07 -0.082
C -2.935 1.927 -1.021 0.30 -0.43 -1.03 -0.201
C 2.102 1.618 -0.079 0.04 -1.11 0.00 -0.236
C 1.443 -0.607 2.048 0.07 -0.11 -0.03 -0.184
C 5.371 0.148 0.292 -0.12 0.26 0.04 -0.109
C 6.174 -1.854 -0.647 1.73 -0.95 -0.89 -0.118
C 3.385 1.643 2.712 0.09 0.24 -0.01 -0.171
C 0.801 1.054 -0.722 0.01 1.42 0.12 -0.256
C 4.177 -0.496 0.541 -1.59 1.05 1.24 -0.267
C -1.462 1.885 -1.496 -0.33 -0.11 0.80 -0.210
H 7.619 -2.826 -4.310 0.05 0.01 0.02 0.038
H 6.491 -2.117 -3.575 0.01 0.03 0.09 0.037
H -1.319 0.949 -2.040 -0.03 0.03 -0.13 0.095
H 0.625 0.003 -0.491 -0.03 0.01 0.02 0.084
H -1.256 2.689 -2.203 0.05 0.02 0.05 0.108
H 0.686 0.003 2.548 -0.07 0.00 -0.13 0.034
H -3.046 2.367 -0.029 0.10 -0.01 0.02 0.107
H -3.485 2.539 -1.741 -0.17 0.22 0.34 0.106
H 2.005 2.650 0.260 -0.27 -0.01 -0.03 0.062
H 3.163 2.683 2.455 0.04 -0.02 -0.06 0.023
H -3.912 0.374 -2.126 -0.08 -0.04 0.03 0.112
H 6.970 -2.393 -1.147 0.01 -0.01 0.06 0.090
H -2.786 -0.247 -0.951 0.02 0.02 0.04 0.111
H 7.315 -0.034 -0.526 0.15 -0.21 -0.09 0.110
H 4.460 1.593 2.903 -0.03 -0.11 -0.03 0.024
H 4.836 -3.537 -0.657 0.30 -0.03 -0.14 0.108
H -0.852 1.608 0.604 -0.03 0.18 0.05 0.109
H 0.895 1.130 -1.808 0.06 -0.14 -0.01 0.099
H -6.656 -0.177 -0.759 -0.02 -0.14 -0.13 0.114
H -5.438 -1.261 -1.425 0.11 -0.26 0.22 0.126
H -4.214 -0.138 0.815 -0.11 0.28 0.20 0.123
H 3.021 -2.279 0.405 0.02 -0.15 0.04 0.096
H -7.864 -2.163 3.104 0.02 -0.23 0.12 0.102
H -5.120 1.257 0.182 -0.23 -0.14 0.16 0.116
H 0.956 -1.238 1.302 -0.09 0.08 0.00 0.019
H 1.838 -1.286 2.809 0.17 0.10 -0.03 0.037
H 5.465 1.195 0.558 0.21 0.02 0.00 0.104
H 2.864 1.627 -0.864 0.18 0.06 0.19 0.070
H 2.874 1.469 3.662 0.02 -0.21 -0.03 0.025
H -0.058 2.955 -0.296 -0.16 0.06 0.48 0.101
```
Positions in Å, forces in eV/Å.

## Properties
* DFT total energy: -47199.7560 eV
* HOMO level: -9.1 eV
* charge: 0
* 2S+1: 1
* SMILES: C[Si](C)(CCCCCCCCO[P@](=O)(O)OF)c1ccccc1.O

***

Here is the molecule C6H9NS at a distorted geometry from OMol25. Energies are from ωB97M-V/def2-TZVPD.

```
17
Properties=species:S:1:pos:R:3:forces:R:3:lowdin_charge:R:1
S -0.650 -3.531 0.484 -0.38 1.85 -0.76 0.505
N -0.135 -0.893 -0.077 -3.03 -4.14 -1.13 -0.177
C 0.603 1.343 -0.486 3.81 -2.40 -0.13 -0.255
C -0.069 0.046 -1.081 -0.05 5.30 0.76 -0.176
C 0.244 -0.469 1.262 0.38 -1.88 -0.95 -0.156
C 0.774 0.940 0.973 2.06 0.42 2.90 -0.152
C -0.783 1.513 -0.735 1.74 0.02 -7.66 -0.041
C -0.673 -2.117 -0.472 2.39 -0.80 3.23 -0.594
H 1.599 1.674 -1.111 -3.08 0.00 1.80 0.196
H -0.082 -0.266 -2.099 0.40 -0.04 -0.36 0.128
H -0.809 -2.305 -1.520 -0.38 0.73 -0.46 0.044
H -1.512 1.353 -0.095 -3.16 0.08 3.43 0.054
H 0.292 1.628 1.775 0.92 -0.68 -1.73 0.146
H 0.880 -1.334 1.656 0.12 1.55 -0.45 0.124
H -0.985 2.091 -1.709 -0.32 -0.98 1.72 0.135
H -0.535 -0.485 1.994 -1.14 0.12 -0.02 0.107
H 1.840 0.811 1.242 -0.29 0.84 -0.19 0.111
```
Positions in Å, forces in eV/Å.

## Properties
* DFT total energy: -18689.9676 eV
* energy above the lowest of the compared OMol25 structures with the same formula, charge and spin: 74.8 kcal per mole
* HOMO level: -7.8 eV
* charge: 0
* 2S+1: 1
* SMILES: S=CN1CC[C@@H]2C[C@@H]21

***

Here is C20H14F6I2N3O5SbW as an isolated structure at a distorted geometry from OMol25. Energies are from ωB97M-V/def2-TZVPD.

```
52
Properties=species:S:1:pos:R:3:forces:R:3:lowdin_charge:R:1
W -0.179 -1.386 -0.325 1.43 1.64 2.41 2.228
I -1.345 -0.562 4.023 0.18 0.14 0.67 1.109
I 4.411 0.125 5.972 -0.97 -0.20 -1.04 1.191
Sb -0.893 -4.723 1.081 -2.15 3.01 -2.48 1.841
F -1.439 -2.620 1.166 0.64 -0.54 -0.41 -0.560
F -1.654 -1.797 -1.281 0.05 0.20 -0.51 -0.293
F 0.834 -2.976 0.898 -0.35 0.65 -0.74 -0.511
F -0.838 -4.047 -0.778 0.17 -1.55 1.36 -0.504
F -2.841 -4.705 0.811 1.61 -0.49 0.60 -0.495
F 0.869 -2.453 -1.360 0.08 0.29 -0.31 -0.300
O -6.581 1.275 0.426 1.17 1.00 0.26 0.303
O -1.482 2.654 0.308 0.22 -0.53 -0.27 0.184
O 0.199 -0.738 1.518 -0.23 0.05 0.03 -0.327
O -0.663 0.635 -0.241 1.25 -1.55 -0.83 -0.202
O -8.798 0.701 0.140 -0.69 -0.15 -0.03 0.455
N 1.975 -0.286 -0.321 -0.41 0.16 -0.40 -0.094
N 0.250 -0.314 -2.396 0.32 -0.47 -0.09 -0.012
N -2.808 -0.556 0.536 -0.23 0.76 0.05 0.070
C 3.409 -0.346 3.131 -0.13 -0.14 -0.78 -0.050
C 2.506 -0.552 2.112 0.01 0.05 -0.07 -0.105
C 0.940 0.279 -5.031 -0.05 -0.10 0.28 0.017
C -1.604 1.477 0.131 -1.32 0.13 0.61 -0.498
C 0.718 -0.421 3.779 -0.91 0.00 0.17 -0.571
C -7.713 0.941 0.285 -0.55 -0.47 -0.18 -0.124
C 1.114 -0.580 2.420 0.72 -0.20 -0.23 -0.346
C 2.942 -0.798 0.688 0.18 -0.53 0.32 -0.103
C 1.538 -0.174 -2.759 0.12 0.02 0.41 -0.225
C -5.185 -0.750 0.693 -0.22 0.30 0.00 0.075
C -3.896 -1.285 0.719 -0.28 -0.16 0.06 -0.060
C -0.393 0.179 -4.654 0.22 0.05 0.25 0.005
C -2.936 0.754 0.346 -0.05 -0.27 0.03 -0.137
C 1.919 0.116 -4.062 -0.32 -0.01 0.22 0.032
C 2.982 -0.179 4.465 0.99 0.19 1.12 -0.636
C 2.573 -0.387 -1.678 0.06 -0.33 -0.49 -0.108
C -0.692 -0.110 -3.335 -0.38 -0.13 0.30 -0.070
C -4.168 1.411 0.326 -0.22 0.22 -0.04 0.127
C -5.282 0.612 0.486 1.45 -0.94 0.02 -0.094
C 1.621 -0.224 4.792 -0.55 -0.04 -0.25 -0.159
H 1.290 -0.108 5.814 -0.01 0.00 0.02 0.112
H -4.218 2.480 0.179 0.01 0.10 -0.01 0.158
H 3.388 0.335 -1.811 -0.15 -0.12 0.21 0.155
H 1.833 0.721 -0.130 -0.41 -0.59 -0.08 0.166
H 2.993 -1.395 -1.804 -0.03 0.25 0.17 0.147
H 3.932 -0.344 0.541 -0.29 -0.05 -0.18 0.154
H 3.039 -1.885 0.529 -0.01 0.33 -0.02 0.145
H -1.182 0.318 -5.375 -0.13 0.00 0.04 0.130
H -3.764 -2.348 0.879 0.03 -0.02 -0.02 0.116
H 1.212 0.480 -6.056 0.01 0.03 -0.08 0.136
H -1.720 -0.202 -3.001 0.09 -0.05 -0.09 0.122
H -6.033 -1.400 0.840 -0.14 -0.05 -0.01 0.145
H 2.964 0.196 -4.318 0.11 0.05 0.07 0.139
H 4.468 -0.326 2.913 0.07 0.04 -0.03 0.122
```
Positions in Å, forces in eV/Å.

## Properties
* DFT total energy: -76519.3522 eV
* energy above the lowest of the compared OMol25 structures with the same formula, charge and spin: 50.5 kcal per mole
* HOMO level (alpha / beta): -16.6 / -16.6 eV
* charge: +3
* 2S+1: 2
* ⟨S²⟩: 0.769

***

Here is a 2-piece molecular cluster, C3H6NO2 overall from OMol25. Energies are from ωB97M-V/def2-TZVPD.

```
12
Properties=species:S:1:pos:R:3:forces:R:3:lowdin_charge:R:1
O 0.843 -1.040 1.537 0.10 -0.28 0.09 -0.155
O -0.195 0.942 1.490 -0.19 0.42 0.05 -0.132
N -0.965 -0.867 -1.146 -0.31 -0.22 -0.05 0.038
C 0.363 -0.009 2.060 -0.19 -0.20 -0.39 -0.692
C -0.003 0.969 -2.391 0.07 -0.25 -0.06 -0.066
C 0.049 0.018 -1.451 -0.04 0.50 0.05 -0.323
H -0.896 1.138 -2.984 0.03 0.00 -0.02 0.022
H 0.857 1.598 -2.570 -0.03 0.05 0.01 0.016
H -1.886 -0.522 -1.362 -0.07 0.07 -0.18 0.072
H 0.407 0.050 3.173 0.15 -0.02 0.29 0.078
H -0.939 -1.177 -0.188 0.39 0.03 0.27 0.055
H 0.908 -0.091 -0.803 0.09 -0.11 -0.07 0.087
```
Positions in Å, forces in eV/Å.

## Properties
* DFT total energy: -8794.3427 eV
* energy above the lowest of the compared OMol25 structures with the same formula, charge and spin: 20.2 kcal per mole
* HOMO level: -4.2 eV
* charge: -1
* 2S+1: 1

***

Here is C17H46AsMoN3O3P2S2Sb as an isolated structure at a distorted geometry from OMol25. Energies are from ωB97M-V/def2-TZVPD.

```
76
Properties=species:S:1:pos:R:3:forces:R:3:lowdin_charge:R:1
Sb -2.004 -2.441 -0.694 -0.14 -0.43 0.04 1.317
Mo 0.019 -1.031 0.721 -0.41 0.84 -0.42 0.927
As 1.557 4.269 -1.074 -0.14 0.05 0.19 0.717
S -1.146 -1.533 2.871 -0.18 0.06 0.19 0.647
S 0.777 3.001 0.446 0.11 -0.05 0.06 0.177
P 1.281 -3.151 1.202 0.14 -0.36 0.30 0.750
P 1.931 -0.156 2.139 0.34 -0.08 0.17 0.752
O 1.256 0.981 -2.483 0.14 -0.04 0.19 0.089
O -1.939 0.486 -1.672 -0.03 0.01 0.05 -0.092
O 0.807 -0.555 -0.894 0.60 0.12 -0.50 -0.392
N -1.325 0.742 1.018 0.26 -0.11 0.13 -0.091
N -1.967 0.925 2.251 -0.07 -0.05 0.01 -0.007
N -2.643 0.121 4.287 0.00 -0.05 0.03 0.169
C -2.807 2.622 -2.220 -0.02 -0.01 -0.04 0.007
C 1.672 1.164 3.349 -0.09 -0.03 -0.03 -0.232
C 3.383 0.313 1.164 -0.05 0.05 -0.01 -0.221
C 1.705 6.032 -0.353 0.02 0.10 0.01 -0.242
C 3.302 3.744 -1.650 0.08 0.00 -0.04 -0.234
C 0.466 4.406 -2.639 -0.03 0.00 -0.08 -0.234
C 2.719 -2.802 2.288 -0.02 0.06 -0.01 -0.355
C 0.388 -4.493 2.022 0.03 0.06 0.02 -0.226
C 2.487 -1.568 3.157 -0.04 -0.04 -0.05 -0.387
C -1.986 -0.053 3.158 0.06 -0.03 -0.04 -0.751
C -2.524 -4.381 0.006 0.01 -0.01 -0.02 -0.294
C -2.264 1.268 -2.563 0.03 -0.02 -0.08 -0.444
C -1.602 -2.882 -2.722 0.01 0.07 -0.05 -0.263
C 1.963 -3.870 -0.315 -0.07 0.02 -0.02 -0.209
C 1.372 -0.125 -2.075 -0.76 -0.17 0.09 -0.348
C -2.187 0.852 -4.000 -0.02 0.03 0.03 0.019
C -3.976 -1.675 -0.652 -0.01 0.07 0.04 -0.262
H -2.436 1.811 2.401 0.04 -0.05 -0.01 0.186
H -2.594 -4.403 1.092 -0.03 0.01 -0.01 0.011
H 2.608 -4.704 -0.033 0.01 -0.02 -0.03 0.079
H -0.505 4.805 -2.353 -0.01 -0.02 -0.02 0.039
H 2.616 1.328 3.872 -0.01 0.02 0.03 0.075
H -0.448 -4.834 1.419 0.01 0.00 -0.01 0.018
H -4.545 -2.268 -1.367 -0.02 0.02 0.01 0.036
H 1.088 -5.319 2.163 -0.02 -0.02 0.01 0.080
H 4.220 0.519 1.832 0.01 0.01 -0.02 0.075
H 0.018 -4.176 2.998 0.02 0.00 0.01 0.043
H -0.883 -2.184 -3.142 -0.02 0.02 0.00 -0.004
H -4.393 -1.831 0.342 0.00 0.00 0.00 0.025
H -3.167 0.960 4.495 -0.02 0.00 -0.01 0.148
H -2.534 -2.821 -3.281 0.01 -0.01 -0.02 0.032
H -3.891 2.526 -2.096 0.00 0.00 -0.01 0.112
H 3.663 -0.485 0.475 0.00 -0.01 0.01 0.050
H 3.941 3.618 -0.779 0.01 -0.02 -0.01 0.045
H 3.232 2.821 -2.220 0.02 -0.05 0.01 0.029
H -2.138 1.699 -4.679 0.01 0.00 0.00 0.096
H -3.502 -4.625 -0.408 0.01 -0.01 -0.01 0.032
H 0.918 0.860 4.076 0.01 -0.01 0.00 0.049
H 1.374 2.089 2.858 0.02 0.01 -0.01 -0.019
H -4.020 -0.626 -0.925 0.00 0.01 -0.01 -0.002
H 1.166 -4.241 -0.959 -0.01 0.00 0.01 0.054
H -0.699 1.566 0.830 -0.09 -0.05 -0.19 -0.088
H -2.655 -0.612 4.981 0.01 0.02 -0.01 0.132
H 1.834 -0.964 -2.610 0.19 0.03 0.14 0.155
H -2.379 2.978 -1.284 -0.01 0.00 0.01 0.076
H 3.598 -2.680 1.652 0.00 0.01 -0.02 0.095
H 2.420 6.016 0.467 -0.02 0.01 0.02 0.050
H 3.396 -1.286 3.692 0.02 -0.03 0.00 0.111
H -1.342 0.186 -4.163 0.00 0.00 0.03 0.084
H 0.372 3.426 -3.100 -0.02 -0.01 0.01 0.024
H 2.040 6.725 -1.124 0.00 -0.02 0.00 0.057
H -1.996 0.719 0.234 0.06 0.03 -0.09 0.076
H -1.216 -3.898 -2.785 0.00 0.00 -0.02 0.021
H 0.727 6.330 0.018 0.01 0.03 0.02 0.047
H 2.889 -3.687 2.903 0.05 -0.02 -0.02 0.108
H -1.811 -5.129 -0.338 0.01 0.00 0.01 0.017
H 3.704 4.535 -2.283 0.01 -0.02 0.00 0.058
H 3.139 1.208 0.592 -0.01 0.02 0.00 0.010
H 0.952 5.095 -3.330 -0.02 -0.01 -0.01 0.059
H 2.550 -3.132 -0.860 0.02 0.00 0.02 0.051
H -2.644 3.347 -3.015 0.01 -0.01 0.01 0.091
H -3.100 0.295 -4.236 -0.02 0.03 0.00 0.113
H 1.717 -1.764 3.907 0.00 0.03 0.02 0.077
```
Positions in Å, forces in eV/Å.

## Properties
* DFT total energy: -138445.8795 eV
* energy above the lowest of the compared OMol25 structures with the same formula, charge and spin: 29.4 kcal per mole
* HOMO level (alpha / beta): -15.9 / -15.9 eV
* charge: +3
* 2S+1: 3
* ⟨S²⟩: 2.022